# 1
Below is one molecule with the formula C20H28N4O4, with properties calculated with ωB97M-V/def2-TZVPD.

Geometry (Å):
O -3.33885 6.34064 -1.34958
O 2.30400 -7.20005 -2.29844
O -2.07782 2.73776 1.07799
O -0.20123 -2.95467 -0.87287
N 1.20632 -2.13290 0.71004
N -1.57177 2.64205 -1.13323
N -2.72534 5.10976 -1.41184
N 2.99812 -8.37108 0.10244
C 2.48760 -7.04599 0.04698
C 1.17564 0.05777 -0.42852
C 0.48607 1.41446 -0.51297
C 2.61822 -2.01244 1.06933
C 2.66176 0.21533 -0.10223
C 1.74423 -5.04925 1.19495
C -2.08758 3.23233 -0.03901
C -3.96414 6.48700 -0.03868
C -2.17793 5.98227 1.74448
C 0.74067 -3.12448 -0.11480
C 3.35196 -1.13658 0.05707
C -5.45606 6.28143 -0.18827
C 1.39653 -4.46999 -0.01815
C 2.11338 -6.45698 -1.16579
C -3.27419 5.43419 0.83207
C -2.70243 4.57729 -0.25840
C -0.93822 1.33740 -1.05449
C 0.52970 -0.84236 0.62619
C 1.56501 -5.18683 -1.19648
C 2.26240 -6.33562 1.21726
H -5.66473 5.26641 -0.53093
H 1.57719 -4.51236 2.11974
H -3.73277 7.50137 0.28825
H 2.75672 0.78350 0.83140
H -5.86997 6.98378 -0.91036
H -0.51814 -1.02853 0.41127
H 0.60539 -0.36172 1.60753
H -3.99882 4.86933 1.42061
H -1.55696 0.70628 -0.41710
H -0.94074 0.90147 -2.05428
H 1.95613 -6.71502 -3.05376
H 4.38987 -1.00647 0.37144
H 3.99933 -8.41289 -0.03036
H -5.95264 6.43204 0.77189
H -1.62600 3.14237 -2.00516
H -2.60797 6.64531 2.49638
H 3.07004 -2.99800 1.12649
H 1.24574 -4.74347 -2.13337
H 2.67082 -1.55933 2.06419
H 3.36893 -1.65778 -0.90593
H -1.44718 6.55009 1.16553
H -1.66549 5.16671 2.25228
H 0.45866 1.87771 0.47800
H 2.50048 -6.82095 2.15481
H 1.08042 -0.45405 -1.39439
H 2.55110 -8.96755 -0.58010
H 3.15350 0.80444 -0.88038
H 1.07103 2.07683 -1.15876

E_LUMO in hartree: 0.0243
SMILES string: C[C@@H]1ON=C(C(=O)NCC[C@H]2CCCN(C(=O)c3ccc(N)c(O)c3)C2)[C@H]1C
HOMO in eV: -8.61
HOMO-LUMO gap in eV: 9.3

Atomic partial charges in e from the Mulliken method, atoms 1 to 2:
1. O -0.326
2. O -0.568

***

# 2
Below is one molecule with the formula C20H28N4O4, with properties calculated with ωB97M-V/def2-TZVPD.

Geometry (Å):
O -1.89202 -1.56310 -5.03552
O 5.06547 3.78271 6.79650
O 2.47422 0.98020 3.36751
O -1.53324 -1.91196 -0.53976
N -1.33271 -0.99694 -3.91170
N -0.41436 -0.16761 -1.46773
N 0.35127 1.09794 4.16663
N 4.02150 3.05832 9.14645
C 3.43446 2.58442 7.98951
C -1.66826 -1.65803 -2.87984
C -1.40697 2.67121 2.51133
C 2.32522 1.74471 7.99667
C -0.13654 0.56670 2.89814
C 1.71117 1.26198 4.27963
C -0.59988 2.00792 4.80232
C -1.20050 -1.25880 -1.51710
C 0.10102 0.33264 -0.20502
C 3.37507 2.55615 5.57174
C 2.24413 1.74106 5.59086
C -2.46150 -2.85734 -4.67429
C -0.41504 1.68515 1.89244
C -1.53481 -3.94827 -5.16624
C 3.95318 2.97819 6.74683
C -0.93742 1.13938 0.56862
C 1.73131 1.33257 6.81340
C -4.01542 -2.49602 -2.65460
C -2.60276 -2.79970 -3.15146
C -0.92907 3.17223 3.87132
H 1.92703 1.41163 8.94793
H -1.37974 -3.86463 -6.24097
H -4.69017 -3.31444 -2.90924
H -1.96208 -4.92876 -4.94884
H 0.87661 0.66899 6.84566
H -0.19379 2.37058 5.74138
H -1.06580 0.02236 3.09929
H -1.68473 3.80937 4.33632
H 0.60188 -0.13633 2.52465
H 0.97591 0.94772 -0.41913
H -1.57084 3.51129 1.83165
H 3.83115 2.55104 9.99272
H -2.23381 -3.71386 -2.68376
H 0.53426 2.20610 1.71631
H -3.43076 -2.90436 -5.17203
H 0.43504 -0.52371 0.38016
H -4.39543 -1.58305 -3.11686
H -4.01686 -2.36796 -1.57330
H -0.20832 0.30052 -2.33487
H -1.81065 0.50479 0.74833
H 5.37976 3.94473 5.90170
H 4.96243 3.40275 9.05679
H 3.80492 2.83618 4.61616
H -1.50821 1.43885 5.02485
H -0.56650 -3.87405 -4.66815
H -0.02755 3.78071 3.74414
H -2.37442 2.16737 2.62944
H -1.27192 1.97206 -0.05814

E_LUMO in hartree: 0.0270
SMILES string: C[C@@H]1ON=C(C(=O)NCC[C@H]2CCCN(C(=O)c3ccc(N)c(O)c3)C2)[C@H]1C
HOMO in eV: -7.92
HOMO-LUMO gap in eV: 8.7

Atomic partial charges in e from the Mulliken method, atoms 1 to 2:
1. O -0.327
2. O -0.594

***

# 3
Below is a 3-piece molecular cluster, C20H28N4O4P2 overall in a non-equilibrium geometry, with properties calculated with ωB97M-V/def2-TZVPD.

Geometry (Å):
P 1.26416 -0.10228 1.09261
P -2.08545 0.19082 0.71531
O -1.82569 3.63328 0.86324
O 6.21727 0.08055 1.30400
O 5.24047 -1.91354 1.01642
O 0.21424 3.11928 1.63406
N 1.25951 -0.27656 2.65194
N -3.47061 -0.04787 1.42358
N -1.56987 -2.77118 2.70276
N 1.19068 -1.61411 -2.14325
C -0.89804 3.89384 1.57166
C 0.31507 -1.48153 0.29088
C -2.81218 -0.14497 -3.65231
C 5.81883 -2.35761 -1.22315
C -1.25370 -1.46812 0.48934
C 6.05728 -0.89837 0.63761
C -4.11107 -1.49672 -1.62942
C -4.85574 -0.79990 -2.57332
C 6.70382 -1.22974 -0.69419
C 1.11425 3.61446 2.64813
C -4.19984 -0.11458 -3.58801
C -2.08682 -0.84628 -2.70403
C 5.31743 -2.99318 0.06634
C -0.76393 5.05705 2.53243
C 0.73614 5.07878 2.82660
C -2.72283 -1.53201 -1.67612
C -6.36210 -0.79265 -2.51702
C -2.00340 -2.31224 -0.60188
C 0.74764 -1.55871 -1.08869
C -1.48057 -2.15723 1.74953
H 1.24774 5.68752 2.07970
H 4.97869 -1.93700 -1.77794
H -1.01197 -0.83965 -2.79006
H -1.26276 0.99037 1.52051
H -4.77236 0.42254 -4.32537
H 4.33161 -3.43993 -0.03865
H 6.33217 -3.06151 -1.87466
H -6.70732 -1.82229 -2.46846
H -6.76251 -0.39083 -3.43987
H -4.65690 -2.00559 -0.84656
H 0.99262 5.46679 3.80970
H 6.71129 -0.35802 -1.34153
H -1.35419 4.83528 3.42234
H 6.00673 -3.74430 0.45689
H 0.68339 -2.37984 0.77863
H -2.30042 0.38194 -4.44169
H 2.21612 -0.37516 2.97556
H 2.13730 3.47837 2.30635
H -6.74485 -0.23345 -1.67080
H -2.24527 0.83262 -0.52119
H -1.32956 -3.06088 -1.00755
H -2.76650 -2.86133 -0.06564
H 0.69790 1.09291 0.62577
H -4.23916 0.28981 0.85837
H 2.55454 -0.16605 0.53218
H 7.72640 -1.55984 -0.50712
H 0.96336 3.02538 3.55364
H -1.12106 5.97347 2.07240

E_LUMO in hartree: 0.0187
SMILES string: Cc1cccc(C[C@](C#N)([PH2]=N)[C@@H](C#N)[PH2]=N)c1.O=C1CCCO1.O=C1CCCO1
HOMO in eV: -8.55
HOMO-LUMO gap in eV: 9.1

Atomic partial charges in e from the Mulliken method, atoms 1 to 2:
1. P 0.324
2. P 0.513

***

# 4
Below is C20H28NO3Ru as an isolated structure in a non-equilibrium geometry, with properties calculated with ωB97M-V/def2-TZVPD.

Geometry (Å):
Ru -0.31620 -0.45540 0.72883
O 1.44953 0.56863 -3.38582
O 0.44214 0.25259 -7.43404
O 0.68368 1.26134 4.35753
N 0.45320 0.68606 2.04448
C 2.23970 -1.40698 0.82131
C 0.31630 -0.37320 -8.76654
C -2.34279 0.74469 1.28865
C -0.91255 -1.24728 -8.88967
C 1.56940 -1.13467 -9.13240
C 0.17626 -2.47187 0.71451
C 0.46499 -1.86778 -0.59308
C -0.44012 1.04548 -4.81277
C 0.54662 0.93905 3.21780
C 1.29618 -2.15652 1.56227
C -1.99468 0.29550 -0.94242
C 1.73625 -1.21848 -0.50406
C 0.16598 1.01682 -9.47809
C -2.18376 1.32748 0.01618
C -2.27039 -0.69298 1.15489
C -2.09644 -0.96186 -0.26660
C 0.31777 1.56818 -8.05201
C 0.98822 1.96607 -3.20876
C 0.26686 -0.05206 -3.99421
C 0.43954 2.27648 -4.59801
H -0.56885 2.08691 -7.65984
H -1.79655 0.42121 -2.00874
H -0.47721 0.75980 -5.86121
H 0.14522 1.99661 -2.46484
H -0.80639 -2.12293 -8.24137
H -2.23177 2.38697 -0.23244
H -2.19751 -1.94648 -0.72651
H -1.82935 -0.70352 -8.63258
H 0.94338 1.28686 -10.19774
H -0.63116 -3.16042 0.93676
H 3.21474 -1.06437 1.17688
H -1.04852 -1.63271 -9.91051
H -2.47029 -1.44672 1.90684
H 1.19528 2.20660 -7.86496
H -0.09751 3.21803 -4.69879
H 1.28645 2.22630 -5.31973
H -0.44805 -0.45327 -3.21331
H 0.59587 -0.89522 -4.65776
H -0.81998 1.15294 -9.92864
H -2.51310 1.24332 2.24602
H 1.39077 -2.52410 2.57917
H 2.23556 -0.73888 -1.34222
H -0.09599 -2.04680 -1.50284
H 2.44976 -0.48195 -9.07271
H 1.55791 -1.54639 -10.15209
H 1.78989 2.64722 -2.87184
H -1.42840 1.20895 -4.37746
H 1.66043 -1.98706 -8.45053

Charge: +1
E_LUMO (spin up / spin down) in hartree: -0.1742 / -0.2344
Spin multiplicity: 5
HOMO (spin up / spin down) in eV: -11.14 / -11.73
HOMO-LUMO gap (spin up / spin down) in eV: 6.4 / 5.3
⟨S²⟩: 6.049

Atomic partial charges in e from the Mulliken method, atoms 1 to 2:
1. Ru 0.868
2. O -0.448

***

# 5
Below is C20H29BeO4 as an isolated structure in a non-equilibrium geometry, with properties calculated with ωB97M-V/def2-TZVPD.

Geometry (Å):
O 0.13081 -0.34221 0.13090
O -0.96327 2.28417 -1.62893
O -0.24477 1.55934 2.01631
O -1.78080 0.34748 3.19203
C -0.78688 1.06380 3.13505
C -2.86783 3.65196 -2.24190
C 2.18929 0.69174 2.58282
C 2.45945 -0.68361 2.81477
C -0.82743 -3.34584 1.14176
C -1.12233 -0.94406 -1.56297
C -2.02877 3.07580 -1.08021
C 1.11800 0.42500 -1.96705
C -0.91063 2.45053 -3.08417
C -0.11004 -2.87427 3.27420
C 0.39278 -4.03884 1.35271
C 2.92645 -1.25472 1.60586
C -2.11184 3.27757 -3.54551
C 0.38589 -0.71138 -1.31361
C -1.13215 -2.61638 2.32822
C 2.54899 0.99541 1.20163
C 3.08371 -0.23441 0.65448
C 0.83844 -3.74798 2.67379
C 1.24528 -1.93288 -1.48353
C -1.37252 -0.41987 -0.16187
Be 0.71105 0.83175 1.11639
H 3.19125 -2.30267 1.46091
H 3.60295 -0.32326 -0.30025
H 2.01472 1.44289 3.36765
H 0.66890 1.39793 -1.76014
H 1.17471 0.28405 -3.05232
H -1.58586 3.87474 -0.46461
H 0.74778 -2.84017 -1.15215
H 2.40529 -1.19965 3.77365
H -1.56026 -0.36063 -2.37228
H -1.79767 -1.11758 0.55702
H -1.44710 -3.39230 0.25440
H 2.69425 1.99509 0.77805
H -3.86163 3.18775 -2.23491
H -1.78552 0.58297 -0.06121
H 2.19744 -1.78914 -0.96879
H -1.38442 -2.00312 -1.65170
H 1.71748 -4.16170 3.15551
H -1.73459 4.17698 -4.04054
H -2.64518 2.43382 -0.43168
H -0.05582 -2.44617 4.26826
H 0.02708 2.95465 -3.36726
H -2.73845 2.71575 -4.24950
H 1.45313 -2.03155 -2.56034
H 2.14494 0.48023 -1.58162
H -2.97518 4.73734 -2.14535
H -1.99600 -1.98586 2.49604
H -0.24612 1.39963 4.05778
H -0.90142 1.45574 -3.55835
H 0.90444 -4.67383 0.63254

Charge: -1
E_LUMO in hartree: 0.0840
HOMO in eV: -2.40
HOMO-LUMO gap in eV: 4.7

Atomic partial charges in e from the Mulliken method, atoms 1 to 2:
1. O -0.423
2. O -0.305